[1]
C24H24F5N8O2S3SeV | the ωB97M-V functional and the def2-TZVPD basis

HOMO-LUMO gap (spin up / spin down) (eV): 7.237 / 7.905
Lowest unoccupied orbital energy (spin up / spin down) (eV): -3.8 / -3.1
Expectation value of S²: 0.777

ORCA input file:
```
! wB97M-V def2-TZVPD RIJCOSX def2/J DEFGRID3
* xyz 1 2
V -0.3606 -0.4087 0.8546
N 0.3129 0.0909 3.1415
N 1.6765 -0.2179 3.1474
C 2.1829 -0.9061 2.0762
O 3.3048 -1.2738 1.9274
O 1.1952 -1.1022 1.1451
H 0.1785 1.0640 3.4099
H -0.2143 -0.5327 3.7541
H 2.2141 -0.2034 4.0040
N -0.4476 2.4121 -1.5697
C 0.6655 2.5253 -0.8476
S 0.7076 1.8462 0.7285
N 1.6934 3.1826 -1.3815
C 2.9706 3.5225 -0.8419
C 3.1709 3.8465 0.4902
C 4.4455 4.1925 0.9134
C 5.5043 4.2384 0.0212
C 5.2857 3.9469 -1.3168
C 4.0213 3.5898 -1.7494
H -1.2326 1.9100 -1.1771
H -0.5193 2.7589 -2.5129
H 1.5908 3.4347 -2.3572
H 2.3539 3.8541 1.1903
H 4.6038 4.4408 1.9527
H 6.4913 4.5140 0.3627
H 6.0993 3.9911 -2.0264
H 3.8532 3.3583 -2.7926
C 3.0689 0.3513 -3.9851
C 1.5861 0.2002 -3.8514
C 0.7207 0.4968 -4.9039
C -0.6308 0.3403 -4.6688
N -1.1061 -0.1198 -3.5129
C -0.1956 -0.4069 -2.5921
S -0.8595 -1.2288 -1.1676
N 1.1175 -0.2334 -2.6839
H 3.4161 -0.0769 -4.9242
H 3.5702 -0.1395 -3.1560
H 3.3491 1.4061 -4.0018
H 1.0914 0.8277 -5.8623
H -1.3652 0.5764 -5.4294
F 0.9642 -7.0861 0.8707
C 0.3416 -5.9345 1.0819
C -0.7574 -5.5815 0.3089
F -1.1900 -6.4005 -0.6442
C -1.4000 -4.3750 0.5414
F -2.4621 -4.0740 -0.2156
C -0.9756 -3.4974 1.5278
S -1.8247 -1.9765 1.8117
C 0.1154 -3.8802 2.2907
F 0.5677 -3.0734 3.2661
C 0.7814 -5.0763 2.0829
F 1.8268 -5.4058 2.8304
C -4.0073 0.3651 3.9049
N -4.4535 -0.0616 2.5912
C -5.5648 -0.8350 2.3717
C -5.6369 -1.0501 1.0383
N -4.5715 -0.4043 0.4648
C -4.2853 -0.4365 -0.9621
C -3.8448 0.1867 1.4208
Se -2.2326 1.1882 1.2312
H -4.8829 0.5913 4.5093
H -3.3935 1.2562 3.7995
H -3.4282 -0.4335 4.3687
H -6.2023 -1.1552 3.1735
H -6.3488 -1.5975 0.4504
H -5.2331 -0.4292 -1.4943
H -3.7124 -1.3323 -1.1981
H -3.6994 0.4402 -1.2291
*
```

Here are the natural (NBO) charges for atoms 1 to 4, given in e: 0.726, -0.630, -0.491, 0.880

[2]
C31H40BI2N7O2S3Ti | the ωB97M-V functional and the def2-TZVPD basis

HOMO-LUMO gap (spin up / spin down) (eV): 7.327 / 5.676
Lowest unoccupied orbital energy (spin up / spin down) (eV): -0.3 / -1.9
Expectation value of S²: 2.009

ORCA input file:
```
! wB97M-V def2-TZVPD RIJCOSX def2/J DEFGRID3
* xyz 0 3
Ti -0.5331 0.1333 0.6703
C 3.6952 5.2742 1.0439
C 3.0006 3.9223 1.3861
C 4.0170 3.0197 2.0442
C 1.7801 4.1206 2.2628
N 2.5294 3.2672 0.0874
C 2.4790 3.8696 -1.1471
C 2.2406 2.8668 -2.0687
N 2.0866 1.6745 -1.3748
B 1.7424 0.2771 -2.1030
N 2.5111 -0.8809 -1.3388
C 3.8590 -0.8468 -1.2766
C 4.2878 -1.6546 -0.2636
N 3.1025 -2.1629 0.2757
C 2.0499 -1.7087 -0.3628
S 0.3815 -2.0415 -0.0693
C 3.0843 -3.0211 1.4801
C 2.5637 -4.4079 1.1022
C 4.4563 -3.1872 2.0241
C 2.2644 -2.3946 2.6078
N 0.2470 -0.0083 -2.4417
C -0.0095 -0.3281 -3.7346
C -1.3105 -0.2507 -3.9543
N -1.9177 0.0733 -2.7112
C -0.9279 0.2470 -1.7568
S -1.4649 2.4632 0.4820
C -3.2728 0.7756 -2.5309
C -3.8468 0.3778 -1.1531
C -4.1844 0.1174 -3.6038
C -3.1901 2.2802 -2.6427
C 2.2040 2.0044 -0.0557
S 1.8328 0.9245 1.2233
H 4.1055 5.6065 1.9909
H 3.0393 5.9835 0.6144
H 4.5709 5.0911 0.4323
H 4.7164 3.5068 2.7275
H 4.5879 2.5198 1.2897
H 3.5711 2.2538 2.7132
H 1.9930 4.9958 2.9385
H 1.4668 3.2616 2.8245
H 0.9498 4.4333 1.5846
H 2.6056 4.9211 -1.1667
H 2.0663 2.9061 -3.0898
H 2.4403 0.3097 -3.0994
H 4.3396 -0.2961 -2.0190
H 5.1416 -2.1899 -0.0507
H 3.2866 -4.8618 0.4471
H 1.6471 -4.2906 0.5269
H 2.5109 -4.9859 2.0174
H 5.1290 -3.6875 1.3556
H 4.4258 -3.6477 3.0193
H 4.9498 -2.2203 2.2648
H 1.4970 -1.7474 2.2801
H 2.9015 -1.7596 3.2445
H 1.6743 -3.1411 3.1807
H 0.7835 -0.6441 -4.3791
H -1.9796 -0.3314 -4.7889
H -4.4664 -0.5700 -1.1545
H -4.4665 1.2470 -0.9194
H -3.0328 0.2700 -0.4164
H -4.1630 -0.9830 -3.5436
H -4.0052 0.5206 -4.6241
H -5.2087 0.4357 -3.4726
H -3.3242 2.7594 -1.6516
H -3.9806 2.6655 -3.2348
H -2.2549 2.5741 -3.0772
O -1.4913 -0.7050 4.5494
C -1.3783 -0.6669 3.3830
O -0.5561 0.0222 2.6862
C -2.4654 -1.3923 2.5092
C -3.5998 -1.8523 3.1807
C -4.6086 -2.3445 2.4263
C -4.3285 -2.6328 0.9897
C -5.2597 -3.1738 0.0473
C -4.9722 -3.3680 -1.2958
C -3.6080 -3.2168 -1.7131
C -2.7416 -2.5652 -0.8549
C -3.1293 -2.2701 0.4404
N -2.2252 -1.5534 1.2373
H -3.7022 -1.6954 4.2756
H -5.6256 -2.5829 2.6619
H -6.2651 -3.3582 0.4300
H -5.6311 -3.7578 -2.0240
H -3.3321 -3.5539 -2.7201
H -1.7789 -2.1043 -1.0777
I -1.7055 3.2773 2.5974
I -4.8710 3.7939 1.4067
*
```

Here are the Mulliken charges for atoms 1 to 4, given in e: 0.526, -2.242, 1.450, -1.734

[3]
C50H58IN3O4SSeSn | the ωB97M-V functional and the def2-TZVPD basis

HOMO-LUMO gap (spin up / spin down) (eV): 3.729 / 3.733
Lowest unoccupied orbital energy (spin up / spin down) (eV): 1.4 / 1.4

ORCA input file:
```
! wB97M-V def2-TZVPD RIJCOSX def2/J DEFGRID3
* xyz -2 1
Sn -1.5525 -0.5455 -0.9344
C 1.2565 4.2976 4.9229
C 1.5906 2.8640 5.3541
C 0.4824 2.4768 6.3171
C 3.0460 2.9271 5.9644
C 1.4381 1.8677 4.1974
C 0.6751 2.2235 3.0957
C 0.2191 1.2670 2.1804
Se -0.5364 1.8471 0.5236
C 1.0845 1.7029 -0.3930
C 2.1089 2.6362 -0.0641
C 3.3156 2.5676 -0.6593
C 3.5415 1.5993 -1.6168
C 2.5301 0.6986 -2.0222
C 1.2660 0.7178 -1.3813
O 0.3303 -0.1576 -1.6793
C 2.8189 -0.4397 -3.0293
C 2.8647 -1.7821 -2.2825
C 1.7761 -0.4809 -4.1659
C 4.2081 -0.2829 -3.7127
C 4.4041 3.5990 -0.3227
C 5.6137 2.8790 0.2634
C 4.6611 4.4582 -1.5971
C 3.9758 4.5759 0.7491
C 0.6187 -0.0989 2.2720
O 0.3773 -0.8989 1.3048
C 1.2864 -0.4833 3.5056
C 1.6827 0.4950 4.4015
C 1.6092 -1.9316 3.8013
C 0.2473 -2.6348 3.7799
C 2.2504 -2.1533 5.2375
C 2.5232 -2.5697 2.7301
H 1.3517 4.9992 5.7722
H 1.9479 4.6506 4.1603
H 0.2133 4.3995 4.5613
H 0.2722 3.1130 7.1925
H -0.4437 2.4206 5.7234
H 0.5892 1.5239 6.7607
H 3.1704 3.6230 6.8025
H 3.3810 2.0074 6.3482
H 3.7065 3.2898 5.1893
H 0.4471 3.2365 2.9301
H 1.8338 3.4035 0.6089
H 4.4851 1.6108 -2.1708
H 2.0494 -1.8907 -1.5763
H 2.8299 -2.6011 -3.0070
H 3.8158 -1.9198 -1.7536
H 0.7883 -0.5853 -3.6631
H 1.8464 0.4113 -4.7459
H 2.0275 -1.2916 -4.8618
H 5.0349 -0.2602 -2.9644
H 4.3095 -1.1161 -4.4049
H 4.2992 0.6611 -4.2704
H 6.0885 2.2337 -0.4537
H 6.3666 3.6248 0.6513
H 5.3689 2.2547 1.0967
H 4.9692 3.8427 -2.4368
H 3.6776 4.9063 -1.8024
H 5.4173 5.2412 -1.3456
H 3.6653 4.0478 1.6935
H 4.8229 5.1884 1.0531
H 3.1656 5.1556 0.3542
H 2.2085 0.2159 5.2925
H -0.3881 -1.9671 4.3818
H -0.2582 -2.7551 2.8437
H 0.3668 -3.6020 4.3450
H 1.6707 -1.6073 6.0312
H 2.1575 -3.2529 5.3915
H 3.3180 -1.8901 5.2762
H 1.9825 -2.5589 1.7772
H 3.4229 -2.0368 2.5317
H 2.9375 -3.5961 2.9653
C -3.9615 1.9235 -4.0003
C -3.6666 1.2770 -5.2017
C -2.8287 0.1280 -5.2296
C -2.3250 -0.3142 -3.9673
C -2.5091 0.4049 -2.7735
C -3.4035 1.5148 -2.7717
C -1.6053 -1.6175 -3.8527
C -1.3670 -2.4433 -4.9906
C -0.7223 -3.6260 -4.8598
C -0.3303 -4.0769 -3.5621
C 0.3629 -5.3390 -3.3245
C 0.6287 -5.6973 -2.0523
C 0.3773 -4.8673 -0.9611
C -0.2446 -3.6726 -1.1653
C -0.6140 -3.2392 -2.4641
N -1.2204 -2.0370 -2.6645
H -4.6790 2.7826 -4.0695
H -4.0665 1.5362 -6.2076
H -2.7956 -0.4778 -6.1024
H -2.9788 2.5489 -0.9321
H -1.6490 -2.1131 -6.0011
H -0.4848 -4.1933 -5.7667
H 0.6854 -5.9821 -4.1418
H 1.0824 -6.6465 -1.8338
H 0.5929 -5.2094 0.0530
H -0.4217 -2.9537 -0.3193
O -3.2147 -0.1511 9.9207
O -3.6519 -0.2631 8.8035
I -10.0313 1.2702 -2.7728
C -3.8824 2.2026 -1.4986
H -4.4457 1.5164 -0.8373
H -4.4937 3.0708 -1.7491
N -9.0574 -1.3287 -0.6427
C -8.6054 -2.2795 -1.4591
S -9.5550 -3.3050 -2.3670
C -7.1058 -2.2554 -1.5374
C -6.4775 -2.3795 -2.7116
C -5.0814 -2.2057 -2.7221
N -4.3387 -1.9836 -1.6750
C -4.9263 -1.8987 -0.4656
C -6.3310 -1.9780 -0.3662
H -10.0383 -1.1622 -0.7662
H -8.5122 -0.4528 -0.7276
H -7.0772 -2.5709 -3.5651
H -4.5682 -2.2498 -3.6730
H -4.2432 -1.7610 0.3740
H -6.8475 -1.8155 0.5832
*
```

Here are the Mulliken charges for atoms 1 to 4, given in e: 0.271, -1.941, 1.973, -1.704

[4]
C21H21FN2O4 | the ωB97M-V functional and the def2-TZVPD basis

SMILES string: CCOc1ccc2[nH]c(=O)c(CN(CCO)C(=O)c3ccc(F)cc3)cc2c1
HOMO-LUMO gap (eV): 8.228
Lowest unoccupied orbital energy (eV): -0.1

ORCA input file:
```
! wB97M-V def2-TZVPD RIJCOSX def2/J DEFGRID3
* xyz 0 1
C -0.2723 0.2188 -7.2288
C 0.7237 -0.1516 -6.1414
O 0.0015 -0.2893 -4.9317
C 0.6613 -0.6067 -3.7925
C 2.0415 -0.8321 -3.7040
C 2.6236 -1.1479 -2.4949
C 1.8499 -1.2472 -1.3412
N 2.4015 -1.5595 -0.1263
C 1.7249 -1.6580 1.0663
O 2.3159 -1.9783 2.0833
C 0.2927 -1.3724 0.9823
C -0.4733 -1.3767 2.2801
N -0.0705 -0.2935 3.1613
C 0.7396 -0.6030 4.3333
C -0.0969 -0.6695 5.6171
O -0.2455 0.5775 6.2396
C -0.4010 0.9938 2.9388
O -0.1487 1.8832 3.7378
C -1.0885 1.3040 1.6430
C -2.4660 1.1786 1.5163
C -3.0910 1.5153 0.3281
C -2.3187 1.9836 -0.7194
F -2.9209 2.2959 -1.8854
C -0.9489 2.1407 -0.6088
C -0.3380 1.8023 0.5845
C -0.2914 -1.1079 -0.2060
C 0.4609 -1.0255 -1.4172
C -0.1143 -0.7076 -2.6459
H -0.7702 1.1498 -6.9730
H -1.0236 -0.5600 -7.3239
H 0.2430 0.3370 -8.1775
H 1.2248 -1.0971 -6.3915
H 1.4838 0.6353 -6.0395
H 2.6670 -0.7616 -4.5793
H 3.6886 -1.3189 -2.4400
H 3.3961 -1.7497 -0.0820
H -0.2770 -2.3117 2.8097
H -1.5443 -1.3086 2.0690
H 1.4870 0.1878 4.4496
H 1.2600 -1.5405 4.1442
H -1.0846 -1.1017 5.3816
H 0.3948 -1.3209 6.3460
H -0.2897 1.2585 5.5454
H -3.0545 0.8242 2.3498
H -4.1590 1.4230 0.2089
H -0.3820 2.5191 -1.4442
H 0.7287 1.9227 0.6973
H -1.3569 -0.9336 -0.2631
H -1.1751 -0.5288 -2.7186
*
```

Here are the natural (NBO) charges for atoms 1 to 4, given in e: -0.617, -0.062, -0.496, 0.285

[5]
C2H8N3OS | the ωB97M-V functional and the def2-TZVPD basis

HOMO-LUMO gap (spin up / spin down) (eV): 4.643 / 6.934
Lowest unoccupied orbital energy (spin up / spin down) (eV): -7.0 / -4.3

ORCA input file:
```
! wB97M-V def2-TZVPD RIJCOSX def2/J DEFGRID3
* xyz 1 1
C 0.2911 0.5220 0.3046
C 1.7808 -2.7881 3.7527
N -1.3890 2.5722 -3.1460
N -0.3597 0.0452 -0.6184
N -0.9505 0.3433 -1.7424
O 0.7194 0.6562 1.3783
S 1.4933 -2.6529 2.0105
H 1.8284 -1.6501 4.1176
H 2.8067 -3.1407 3.9184
H 1.0462 -3.3408 4.1625
H -0.7109 3.3572 -2.9847
H -2.2983 2.9133 -2.9597
H -1.4204 2.0960 -4.0533
H -1.5995 -0.4223 -1.9943
H -1.2378 1.4895 -2.1458
*
```

Here are the natural (NBO) charges for atoms 1 to 4, given in e: 0.868, -0.781, -1.025, -0.267

[6]
C31H84O13 | the ωB97M-V functional and the def2-TZVPD basis

SMILES string: CC(C)O.CC(C)O.CC(C)O.CC(C)O.CC(C)O.CC(C)O.CC(C)O.CC(C)O.CC(C)O.OCCO.OCCO
HOMO-LUMO gap (eV): 10.033
Lowest unoccupied orbital energy (eV): 0.3

ORCA input file:
```
! wB97M-V def2-TZVPD RIJCOSX def2/J DEFGRID3
* xyz 0 1
C -0.2011 4.7944 -2.3071
C -1.0628 5.0270 -1.0265
C -1.8085 3.7657 -0.6558
O -0.1617 5.2902 0.1228
H 0.6476 5.4768 -2.2980
H -0.7602 4.9510 -3.2316
H 0.1644 3.7686 -2.2809
H -1.7868 5.8342 -1.1740
H -1.1317 2.9188 -0.5062
H -2.5685 3.4950 -1.3869
H -2.3012 3.8949 0.3194
H 0.1602 6.2001 0.0653
C -5.6706 0.2533 -1.7958
C -5.1047 0.4879 -3.2106
C -3.6123 0.1251 -3.2884
O -5.8281 -0.2385 -4.2041
H -6.7336 0.4893 -1.7370
H -5.1230 0.8260 -1.0489
H -5.5626 -0.8134 -1.5420
H -5.1654 1.5488 -3.4853
H -3.0238 0.6332 -2.5233
H -3.2451 0.3307 -4.2977
H -3.4627 -0.9590 -3.1709
H -5.8221 -1.1774 -3.9796
C -0.2869 3.2775 3.3253
C 1.1360 3.7713 3.0452
C 2.1388 3.0011 3.8905
O 1.4637 3.5499 1.6556
H -0.4166 2.2430 3.0105
H -1.0144 3.8100 2.6989
H -0.5513 3.3758 4.3806
H 1.1904 4.8461 3.2774
H 3.1421 3.4353 3.8282
H 2.1887 1.9594 3.5678
H 1.8535 3.0790 4.9410
H 0.9003 4.1286 1.0803
C -2.0787 -0.1650 6.6138
C -2.3147 0.8666 5.5205
C -2.2367 0.2884 4.1099
O -3.6455 1.4048 5.6554
H -2.7684 -1.0062 6.4635
H -2.3527 0.2476 7.5882
H -1.0576 -0.5447 6.6368
H -1.6284 1.7155 5.6507
H -2.2429 1.1134 3.4042
H -3.1597 -0.2707 3.9532
H -1.3538 -0.3471 4.0547
H -3.6478 2.0088 6.4063
C 1.4945 1.7827 -5.4688
C 1.3820 0.8473 -4.2662
C -0.0510 0.5243 -3.9099
O 2.0591 -0.3906 -4.6494
H 1.1945 1.2806 -6.3856
H 2.5327 2.1107 -5.5647
H 0.8672 2.6707 -5.3456
H 1.9439 1.2517 -3.4073
H -0.6575 0.1451 -4.7315
H -0.5926 1.4030 -3.5260
H -0.0622 -0.2096 -3.0968
H 2.2267 -0.9430 -3.8553
C 0.5977 -2.0738 0.7937
C 1.1728 -0.8018 0.2563
C 0.2071 0.3582 0.3684
O 2.3744 -0.5580 1.0014
H 1.3313 -2.8793 0.7033
H -0.3411 -2.3168 0.3071
H 0.3890 -1.9718 1.8691
H 1.4579 -0.9934 -0.7921
H -0.6796 0.1827 -0.2475
H 0.6678 1.2602 -0.0563
H -0.0574 0.5425 1.4049
H 2.7594 0.3193 0.7660
C -1.1025 -2.9767 -3.5274
C -2.2696 -3.9578 -3.7532
C -1.7926 -5.4047 -3.5695
O -3.3196 -3.6543 -2.7855
H -0.2455 -3.0639 -4.1868
H -0.7937 -3.1868 -2.4928
H -1.5018 -1.9647 -3.5189
H -2.6884 -3.8418 -4.7564
H -2.6600 -6.0410 -3.3934
H -1.1529 -5.4778 -2.6844
H -1.2667 -5.7689 -4.4557
H -2.9277 -3.6625 -1.8877
C 5.7388 1.6952 -0.3873
C 4.5829 2.6638 -0.2261
C 4.1986 3.3483 -1.5155
O 3.4519 1.8709 0.3287
H 6.6065 2.2831 -0.7509
H 5.5403 1.0466 -1.2426
H 6.0939 1.2090 0.5100
H 4.8264 3.4576 0.5062
H 3.3318 3.9974 -1.3443
H 3.9291 2.6272 -2.3007
H 4.9758 3.9865 -1.9463
H 2.7625 2.4904 0.6768
C -4.8987 -3.1141 0.6301
C -3.6457 -3.8062 1.1346
C -3.9024 -4.7654 2.2614
O -3.0150 -4.4463 0.0133
H -5.5799 -3.8060 0.1275
H -4.6118 -2.3286 -0.0747
H -5.4442 -2.6292 1.4425
H -3.0282 -2.9888 1.5634
H -3.1383 -5.5351 2.3662
H -4.8922 -5.2363 2.1685
H -3.9805 -4.2515 3.2293
H -2.3670 -5.0894 0.3177
O 6.1694 -2.6503 -1.3912
C 4.9693 -1.9657 -0.9421
C 4.2239 -1.3474 -2.0949
O 3.3872 -2.2364 -2.7907
H 6.7076 -2.8262 -0.6111
H 4.2723 -2.5886 -0.3525
H 5.2761 -1.1717 -0.2406
H 4.9352 -0.9049 -2.8103
H 3.5921 -0.5206 -1.7655
H 3.8633 -3.0570 -2.9544
O 4.2087 -1.9142 2.6270
C 3.3834 -2.5145 3.6404
C 2.7660 -1.4541 4.5310
O 2.2872 -2.0671 5.7679
H 3.5995 -1.4820 1.9825
H 2.5683 -3.0731 3.1494
H 3.9872 -3.1948 4.2347
H 1.9601 -0.8882 4.0280
H 3.5098 -0.6777 4.7905
H 2.2100 -1.3955 6.4429
*
```

Here are the Mulliken charges for atoms 1 to 4, given in e: -0.892, 0.418, -0.776, -0.508

[7]
C4H7Cl2NO | the ωB97M-V functional and the def2-TZVPD basis

SMILES string: C=C(C)Cl.O/N=C\Cl
HOMO-LUMO gap (eV): 10.307
Lowest unoccupied orbital energy (eV): 0.6

ORCA input file:
```
! wB97M-V def2-TZVPD RIJCOSX def2/J DEFGRID3
* xyz 0 1
C 0.9840 -0.9819 1.4068
C 0.9056 -0.7945 0.0811
C 1.6229 0.1839 -0.8321
Cl -0.1498 -1.7081 -0.9224
H 1.9117 -0.6421 1.9980
H 0.3768 -1.7588 1.9572
H 0.9595 1.0194 -0.8756
H 2.6256 0.5010 -0.2397
H 1.8482 -0.3558 -1.8120
O -2.5686 0.9927 -1.5346
N -1.3985 1.2489 -0.8246
C -1.2175 0.9133 0.3723
Cl -2.3949 -0.0325 1.2234
H -3.2337 0.5862 -0.9055
H -0.2712 0.8282 0.9077
*
```

Here are the natural (NBO) charges for atoms 1 to 4, given in e: -0.490, -0.005, -0.667, 0.005